1.
This record from OMol25 describes C22H18BrF6IrN4OS as an isolated structure in a non-equilibrium geometry. The level of theory is wB97M-V/def2-TZVPD.

Multiplicity: 1
Frontier orbital gap (alpha / beta), eV: 6.2 / 6.2
E_LUMO (alpha / beta), eV: -1.43 / -1.43
HOMO energy (alpha / beta), eV: -7.6 / -7.6
Energy relative to the best compared isomer or geometry (same formula, charge and spin), kcal per mole: 54.5

CARTESIAN COORDINATES (ANGSTROEM)
Ir 0.0234 0.2309 0.6884
C -0.8949 3.2443 3.7087
C -0.9132 2.0891 2.7601
N 0.1810 1.7627 2.0488
N 1.3702 2.2783 2.2722
C 2.4024 1.4939 2.3333
N 3.6332 2.0208 2.5134
S 2.2264 -0.2369 2.3858
C -1.9773 1.2064 2.5841
C -3.2281 1.3405 3.2430
C -4.2230 0.4372 3.0396
C -3.9848 -0.6415 2.1554
C -2.7585 -0.7456 1.5495
N -1.7508 0.1212 1.7253
H 0.1387 3.5311 3.8931
H -1.3685 2.9840 4.6528
H -1.4219 4.1007 3.2858
H 3.7130 3.0095 2.3321
H 4.4246 1.4573 2.2546
H -3.3588 2.1771 3.9110
H -5.1730 0.5243 3.5456
H -4.7454 -1.3823 1.9629
H -2.5556 -1.5810 0.8909
Br -1.5332 1.7471 -1.1941
C -1.6765 0.1494 -2.2627
C -2.2581 0.2998 -3.4922
C -2.4358 -0.8141 -4.3198
C -2.0283 -2.0447 -3.8924
C -1.4251 -2.2213 -2.6307
C -1.0279 -3.5031 -2.1995
C -0.4385 -3.6810 -0.9810
C -0.2236 -2.5770 -0.1442
C -0.5793 -1.3021 -0.5211
C -1.2220 -1.0968 -1.7717
H -2.5910 1.2708 -3.8205
H -2.9015 -0.6939 -5.2851
H -2.1579 -2.9160 -4.5164
H -1.2085 -4.3431 -2.8546
H -0.1226 -4.6618 -0.6578
H 0.2334 -2.7419 0.8240
C 3.6021 -1.0681 -0.4864
C 2.7799 0.0774 -1.1069
O 1.7938 0.5675 -0.3331
C 3.7376 1.2655 -1.4024
F 4.8281 0.9258 -2.1050
F 4.1972 1.7853 -0.2525
F 3.1385 2.2590 -2.0564
C 2.2332 -0.4014 -2.4847
F 1.7178 -1.6386 -2.4289
F 1.2602 0.3919 -2.9378
F 3.1697 -0.4473 -3.4438
H 4.1627 -0.6817 0.3620
H 4.2909 -1.4881 -1.2155
H 2.9254 -1.8397 -0.1250

Results of the Mulliken charge analysis, in e, for atoms 1 through 2:
1. Ir 0.626
2. C -1.711


2.
This record from OMol25 describes a 2-piece molecular cluster, C29H27F2N2 overall in a non-equilibrium geometry. The level of theory is wB97M-V/def2-TZVPD.

Multiplicity: 1
Frontier orbital gap, eV: 8.0
Net charge: +1
E_LUMO, eV: -3.15
HOMO energy, eV: -11.2
Energy relative to the best compared isomer or geometry (same formula, charge and spin), kcal per mole: 4.9

CARTESIAN COORDINATES (ANGSTROEM)
F 1.9580 -0.1394 -4.7045
C 2.3879 0.7069 -3.7030
C 3.7440 0.7308 -3.4063
C 4.1420 1.4782 -2.2879
C 3.2180 2.2911 -1.6307
C 1.8618 2.3471 -2.0025
C 0.9716 3.3017 -1.1513
C -0.5460 3.5469 -1.2912
C -1.1316 4.4060 -0.3367
C -2.4943 4.7075 -0.3479
C -3.3461 4.1336 -1.2972
C -2.7769 3.1943 -2.1496
F -3.6250 2.4715 -2.9620
C -1.4204 2.8471 -2.1404
C 1.4257 1.4177 -2.9686
H 4.4435 0.0843 -3.9285
H 5.1681 1.4394 -1.9192
H 3.5278 2.8910 -0.7741
H 1.4896 4.2807 -0.9883
H -0.4870 4.8193 0.4425
H -2.9040 5.3833 0.4005
H -4.4134 4.3340 -1.3147
H -1.1069 2.0258 -2.7843
H 0.3717 1.1970 -3.1399
C 0.0653 0.0064 3.2692
N -0.8526 -0.7437 2.4197
C -0.5016 -1.3641 1.2458
H 1.0832 2.8944 -0.1204
C 0.7488 -2.0893 0.9854
C 0.7423 -3.4563 1.3377
C 1.8831 -4.2158 1.1367
C 3.0387 -3.6656 0.5695
C 4.1993 -4.6026 0.3899
C 3.0477 -2.3069 0.2076
C 1.9124 -1.5149 0.4101
N -1.6113 -1.3824 0.4457
C -1.5870 -1.4567 -1.0095
C -2.7330 -0.9862 1.2008
C -2.2538 -0.5819 2.4513
C -3.0883 -0.5279 3.5645
C -4.4370 -0.9149 3.3993
C -4.9196 -1.3263 2.1379
C -4.0608 -1.3604 1.0179
H -0.4291 0.2539 4.2124
H 0.9587 -0.5919 3.4633
H 0.3401 0.9541 2.7711
H -0.1723 -3.8735 1.7666
H 1.8723 -5.2701 1.4250
H 5.0486 -4.1159 -0.1025
H 4.4898 -4.9687 1.3889
H 3.8387 -5.4549 -0.2098
H 3.9378 -1.8431 -0.2362
H 1.8834 -0.4521 0.1295
H -2.5964 -1.6472 -1.3873
H -1.2459 -0.4895 -1.4289
H -0.9441 -2.2816 -1.3311
H -2.6634 -0.2293 4.5249
H -5.1083 -0.9337 4.2669
H -5.9616 -1.6566 2.0410
H -4.3825 -1.7007 0.0330

Results of the Mulliken charge analysis, in e, for atoms 1 through 2:
1. F -0.323
2. C 0.183


3.
This record from OMol25 describes a 17-piece molecular cluster, C96H200N19O23 overall in a non-equilibrium geometry. The level of theory is wB97M-V/def2-TZVPD.

Multiplicity: 1
Frontier orbital gap, eV: 5.1
Net charge: +7
E_LUMO, eV: -12.54
HOMO energy, eV: -17.6

CARTESIAN COORDINATES (ANGSTROEM)
C -7.8201 -6.9709 5.1719
N -6.4715 -6.8894 4.5421
C -5.4396 -7.5645 5.2125
C -4.1599 -7.4831 4.6256
C -3.8891 -6.7229 3.5219
C -4.9715 -6.1289 2.8612
C -6.2474 -6.2304 3.3818
C -2.4658 -6.6279 2.9996
C -2.0342 -5.4217 2.3301
C -0.7075 -5.2904 1.8991
N 0.1327 -6.3464 2.1408
C -0.2731 -7.5009 2.6757
C -1.5275 -7.6840 3.1408
C 1.5791 -6.2469 1.6929
H -8.4096 -6.1274 4.8126
H -7.7554 -7.0433 6.2575
H -8.3785 -7.7810 4.7026
H -5.7150 -7.9310 6.1903
H -3.3811 -8.0439 5.1209
H -4.7990 -5.6488 1.9094
H -7.1245 -5.7733 2.9480
H -2.6156 -4.5785 1.9874
H -0.3851 -4.4947 1.2438
H 0.5846 -8.1532 2.7499
H -1.8119 -8.6051 3.6275
H 2.0226 -7.0866 1.1577
H 2.2427 -6.0847 2.5423
H 1.7364 -5.3446 1.1020
C -2.6433 -2.7726 -4.7607
N -1.2801 -3.0596 -5.1643
C -1.0717 -3.0938 -6.5443
C 0.2251 -3.2611 -7.0549
C 1.2988 -3.5708 -6.1934
C 1.0426 -3.5865 -4.7596
C -0.3191 -3.3944 -4.3262
C 2.6246 -3.9763 -6.7312
C 3.2781 -3.2398 -7.7237
C 4.4505 -3.6923 -8.2877
N 4.9061 -4.8809 -7.9098
C 4.3204 -5.6239 -6.9856
C 3.2212 -5.1634 -6.3261
C 6.1771 -5.3882 -8.4801
H -3.2190 -3.6893 -4.8878
H -3.0568 -2.0256 -5.4383
H -2.7077 -2.5005 -3.7071
H -1.9521 -3.0085 -7.1640
H 0.3680 -3.3457 -8.1221
H 1.7925 -3.6949 -3.9900
H -0.5829 -3.5145 -3.2858
H 2.8713 -2.3164 -8.1088
H 4.9612 -3.1836 -9.0919
H 4.8256 -6.5575 -6.7871
H 2.7375 -5.7581 -5.5653
H 6.2039 -6.4654 -8.6443
H 6.8435 -5.1349 -7.6556
H 6.5154 -4.9031 -9.3957
C -2.4586 0.7703 2.0516
C -1.1451 0.7936 1.1739
C -0.4814 -0.5884 0.7049
N 0.5932 -0.4323 -0.3231
C 1.0395 -1.8582 -0.6565
C 1.8348 0.3852 0.0356
C 1.5837 1.7512 -0.6305
C 1.1176 1.3373 -1.9856
C 0.1535 0.2263 -1.6324
H -2.7726 1.7855 2.2941
H -2.3074 0.3644 3.0518
H -3.2575 0.2218 1.5526
H -0.3377 1.2800 1.7212
H -1.3751 1.4794 0.3585
H -1.2922 -1.0833 0.1703
H -0.0460 -1.1534 1.5291
H 0.3161 -2.4478 -1.2197
H 1.3335 -2.2340 0.3235
H 1.7572 -1.7515 -1.4700
H 2.6492 -0.0962 -0.5056
H 2.0259 0.3440 1.1079
H 2.5489 2.2534 -0.6956
H 0.9342 2.3933 -0.0357
H 1.8829 1.0263 -2.6968
H 0.5123 2.0900 -2.4907
H -0.0034 -0.3541 -2.5416
H -0.8485 0.6518 -1.5781
C -3.2965 8.1665 -4.5442
C -3.1492 7.0956 -3.4740
C -3.7939 5.7056 -3.7846
N -3.6317 4.5347 -2.7271
C -4.1929 3.2028 -3.3797
C -4.1751 4.7611 -1.2344
C -2.9755 4.7742 -0.3129
C -1.7216 4.9531 -1.1580
C -2.0647 4.3046 -2.4676
H -2.5592 8.9692 -4.5459
H -4.2870 8.6140 -4.4620
H -3.1921 7.7172 -5.5318
H -3.6500 7.4577 -2.5762
H -2.0820 6.9450 -3.3112
H -3.6315 5.2377 -4.7556
H -4.8826 5.7213 -3.8350
H -5.2219 3.4308 -3.6575
H -4.1192 2.4073 -2.6382
H -3.5877 3.0528 -4.2738
H -4.8827 3.9967 -0.9133
H -4.5125 5.7969 -1.1972
H -3.0286 3.8019 0.1768
H -3.1923 5.5837 0.3841
H -0.9111 4.3491 -0.7499
H -1.5145 6.0179 -1.2648
H -1.8237 3.2445 -2.3886
H -1.5707 4.7633 -3.3242
C 4.8812 9.0524 1.0682
C 3.6743 8.3028 1.6076
C 3.5488 6.8440 1.1448
N 2.6166 5.9957 1.9918
C 1.1548 6.5470 1.8030
C 2.9858 6.0579 3.4686
C 2.4898 4.7303 4.0808
C 2.2226 3.8646 2.9451
C 2.7169 4.5229 1.6542
H 5.1776 9.9897 1.5391
H 4.8369 9.1426 -0.0171
H 5.7693 8.4310 1.1832
H 2.7349 8.8086 1.3846
H 3.8441 8.2106 2.6804
H 4.4916 6.3120 1.2722
H 3.3181 6.7633 0.0826
H 0.5269 6.0227 2.5234
H 0.8517 6.3402 0.7766
H 1.2232 7.5656 2.1849
H 2.5963 6.9975 3.8605
H 4.0743 6.0748 3.5230
H 1.6356 4.9796 4.7103
H 3.3400 4.4511 4.7031
H 1.1395 3.7803 2.8562
H 2.7191 2.8959 3.0008
H 2.2120 4.2826 0.7185
H 3.7801 4.2867 1.6091
C 2.0785 5.1513 -3.4576
C 2.1705 4.2087 -4.6478
C 3.5212 3.3677 -4.6699
N 3.6748 2.2467 -5.7645
C 4.0524 2.7752 -7.2016
C 2.4318 1.2977 -5.9652
C 2.9671 -0.0399 -6.3570
C 4.4126 -0.0945 -6.0678
C 4.7348 1.2368 -5.3435
H 2.8227 5.9360 -3.3218
H 2.0400 4.6039 -2.5159
H 1.1510 5.7238 -3.4648
H 2.0249 4.7624 -5.5754
H 1.2861 3.5763 -4.5707
H 3.3405 2.9104 -3.6971
H 4.4403 3.9527 -4.6357
H 4.9791 3.3213 -7.0251
H 3.1837 3.3226 -7.5675
H 4.4080 1.9436 -7.8100
H 1.6405 1.6913 -6.6032
H 1.9815 1.1896 -4.9784
H 2.7007 -0.2078 -7.4005
H 2.3070 -0.7499 -5.8587
H 4.9747 -0.1463 -7.0002
H 4.6915 -0.9858 -5.5057
H 5.7431 1.6457 -5.4082
H 4.5226 1.0000 -4.3009
C -1.0481 1.3297 5.3972
C -0.3453 2.3455 6.3192
N -1.1842 2.9589 7.5324
C -2.6271 3.2631 6.9294
C -1.2490 1.8490 8.6073
C -2.1235 2.2322 9.7958
C -0.6946 4.3599 8.0263
C 0.6709 4.4567 8.6731
O 1.6267 3.8901 7.7589
C 2.9374 4.0981 8.2076
H -1.8642 1.7440 4.8052
H -1.4127 0.4157 5.8659
H -0.3398 1.0380 4.6217
H -0.0942 3.2694 5.7980
H 0.5909 2.0890 6.8148
H -3.1875 3.8389 7.6659
H -3.1578 2.3173 6.8209
H -2.5264 3.8085 5.9910
H -0.2037 1.6023 8.7929
H -1.6258 0.9725 8.0803
H -1.9254 1.6446 10.6923
H -3.1647 2.1315 9.4896
H -1.9753 3.2978 9.9710
H -1.4687 4.8154 8.6439
H -0.7470 4.9158 7.0902
H 0.7456 4.0542 9.6833
H 0.9944 5.4847 8.8359
H 3.1887 3.7025 9.1917
H 3.1289 5.1667 8.3051
H 3.6600 3.6256 7.5422
C 4.0047 -3.6073 -0.3111
C 5.0011 -4.2543 0.6378
N 5.9986 -5.2926 0.0007
C 5.1371 -6.3184 -0.7868
C 6.9607 -4.5232 -0.8623
C 7.9474 -5.4256 -1.6335
C 6.7239 -6.1905 1.0962
C 7.8268 -5.3719 1.8959
O 7.2034 -4.2684 2.5451
C 8.1215 -3.4684 3.3324
H 4.3044 -3.2883 -1.3094
H 3.6291 -2.7131 0.1863
H 3.0391 -4.1090 -0.2482
H 4.5297 -4.7593 1.4809
H 5.6466 -3.4507 0.9923
H 4.6267 -6.9042 -0.0224
H 5.8693 -6.9927 -1.2310
H 4.4153 -5.9562 -1.5189
H 7.3740 -3.7826 -0.1776
H 6.4245 -3.9085 -1.5854
H 7.3941 -6.0191 -2.3612
H 8.5724 -6.0721 -1.0174
H 8.6360 -4.8026 -2.2043
H 7.1564 -7.0104 0.5228
H 5.9273 -6.4630 1.7885
H 8.6889 -5.1064 1.2841
H 8.1176 -5.8190 2.8465
H 8.8197 -2.8565 2.7612
H 8.7127 -3.9605 4.1047
H 7.5553 -2.7306 3.9011
C -6.8972 -2.1947 2.1460
C -7.1872 -1.6716 3.5363
N -8.3994 -0.7304 3.6056
C -9.6168 -1.4890 3.0744
C -8.5621 -0.2644 5.1072
C -9.2261 -1.1536 6.1220
C -8.2109 0.5631 2.7393
C -6.8595 1.2928 2.8413
O -6.5006 1.7157 4.1885
C -5.5643 2.7427 4.2224
H -7.0291 -1.3878 1.4252
H -7.5152 -3.0218 1.7965
H -5.8584 -2.4696 1.9630
H -6.4059 -1.1447 4.0841
H -7.3316 -2.4767 4.2568
H -9.5184 -1.7324 2.0165
H -10.4401 -0.7823 3.1785
H -9.8024 -2.3982 3.6463
H -9.2935 0.5408 5.0381
H -7.6988 0.3179 5.4293
H -8.6209 -2.0487 6.2652
H -10.1805 -1.6068 5.8536
H -9.2534 -0.7833 7.1468
H -8.9463 1.2581 3.1444
H -8.5300 0.4565 1.7025
H -6.9347 2.0890 2.1007
H -6.0714 0.6052 2.5343
H -4.7680 2.4275 3.5481
H -5.4980 2.9292 5.2943
H -6.0018 3.6664 3.8437
C -6.4314 -3.1465 -4.1819
C -6.2917 -1.8013 -4.8358
N -6.6336 -0.6242 -3.8853
C -6.5565 0.7176 -4.7101
C -8.0927 -0.7815 -3.3747
C -9.1581 -0.9353 -4.5235
C -5.5986 -0.4475 -2.6782
C -5.8688 0.5183 -1.5109
O -6.5355 1.6559 -1.9264
C -7.3807 2.2214 -0.9624
H -7.4582 -3.5015 -4.2700
H -6.0001 -3.2162 -3.1833
H -5.8294 -3.8413 -4.7673
H -6.9765 -1.6750 -5.6743
H -5.2874 -1.5441 -5.1724
H -5.4857 0.8234 -4.8842
H -6.9027 1.5251 -4.0649
H -7.0555 0.7195 -5.6792
H -8.2602 0.1033 -2.7605
H -8.0630 -1.6834 -2.7634
H -10.1422 -1.1296 -4.0969
H -8.9717 -1.8105 -5.1458
H -9.1308 -0.0356 -5.1383
H -4.6492 -0.2134 -3.1599
H -5.5443 -1.4676 -2.2981
H -5.0546 0.6122 -0.7922
H -6.5526 -0.0246 -0.8584
H -6.7344 2.6304 -0.1859
H -8.1631 1.5709 -0.5715
H -7.9684 3.0415 -1.3750
C 8.0048 0.9397 -2.8143
C 7.9537 1.2703 -1.2903
N 7.2719 0.2376 -0.4007
C 6.0419 -0.3550 -1.0988
C 8.2643 -0.8993 0.0944
C 9.2692 -1.5127 -0.8827
C 6.6589 1.0683 0.8342
C 6.4181 0.2702 2.1445
O 5.5811 -0.7965 1.7336
C 4.6393 -1.2758 2.7417
H 7.0228 0.9587 -3.2870
H 8.4232 -0.0352 -3.0645
H 8.5855 1.6987 -3.3386
H 7.4299 2.2122 -1.1277
H 8.9326 1.4894 -0.8640
H 5.6946 -1.1609 -0.4523
H 6.2103 -0.8485 -2.0560
H 5.1998 0.3215 -1.2443
H 7.6564 -1.6314 0.6262
H 8.8331 -0.3606 0.8523
H 8.8637 -2.1501 -1.6685
H 9.9627 -2.1117 -0.2924
H 9.8951 -0.7401 -1.3292
H 5.7302 1.5564 0.5384
H 7.3207 1.8980 1.0825
H 5.9070 0.9584 2.8177
H 7.2255 -0.1747 2.7260
H 4.3499 -2.2921 2.4743
H 3.8006 -0.5805 2.7759
H 5.1018 -1.2834 3.7287
N -1.9009 4.6158 3.2708
O -3.0851 4.8165 3.1304
O -1.3116 5.2290 4.2007
O -1.2799 3.8886 2.5358
N -3.3099 -3.7070 -0.9828
O -3.4889 -4.1589 -2.1115
O -4.1482 -3.8416 -0.1537
O -2.2890 -3.1059 -0.7785
N 1.5700 -3.1049 3.6029
O 1.6809 -3.9384 4.5049
O 0.9587 -2.0058 3.8049
O 2.0636 -3.3324 2.5050
N -0.0642 -6.1325 -1.6094
O -0.4668 -6.8647 -0.8330
O -0.6270 -6.1121 -2.6699
O 0.8414 -5.3616 -1.3956
N 5.3468 4.2121 -1.0624
O 4.9182 5.3044 -1.3991
O 6.0683 4.1040 -0.0699
O 4.9118 3.1893 -1.5910
N -1.2459 0.6960 -4.5464
O -0.7546 1.8009 -4.6409
O -0.6288 -0.2933 -4.9664
O -2.3460 0.5854 -3.9440

Results of the Mulliken charge analysis, in e, for atoms 1 through 2:
1. C -0.800
2. N 0.056


4.
This record from OMol25 describes a 3-piece molecular cluster, C4H14N2OS overall in a non-equilibrium geometry. The level of theory is wB97M-V/def2-TZVPD.

Multiplicity: 1
Frontier orbital gap, eV: 3.3
E_LUMO, eV: -3.76
HOMO energy, eV: -7.1
Energy relative to the best compared isomer or geometry (same formula, charge and spin), kcal per mole: 209.3

CARTESIAN COORDINATES (ANGSTROEM)
C -0.5446 -1.7426 -2.0081
N -1.0631 0.1581 0.0423
C 0.2205 0.7803 0.2784
C 0.9785 0.0365 1.3193
S 2.4800 0.9760 1.2714
C -1.3342 -1.0271 -3.0509
N -2.1488 0.0715 -2.4048
H -0.8765 -2.5241 -1.4229
H 0.3614 -1.1321 -1.8970
H -0.8857 -0.7023 -0.6756
H 0.7225 0.9133 -0.6937
H 0.0536 1.8513 0.6505
H 1.4396 -0.9098 1.1406
H 0.3529 -0.1741 2.2266
H 3.2881 -0.0843 1.3069
H -2.1121 -1.7679 -3.3204
H -0.7671 -0.5192 -3.8438
H -2.7043 -0.3032 -1.6497
H -1.4579 0.5673 -1.7919
H -1.2693 -0.7262 3.2893
H -1.2324 -0.3686 1.0017
O -1.0038 0.0467 2.8304

Results of the Mulliken charge analysis, in e, for atoms 1 through 2:
1. C -0.544
2. N -0.467


5.
This record from OMol25 describes C3HBrO4S as an isolated structure in a non-equilibrium geometry. The level of theory is wB97M-V/def2-TZVPD.

Multiplicity: 1
Frontier orbital gap, eV: 5.9
Net charge: -2
E_LUMO, eV: 5.67
HOMO energy, eV: -0.3
Energy relative to the best compared isomer or geometry (same formula, charge and spin), kcal per mole: 41.6

CARTESIAN COORDINATES (ANGSTROEM)
C 1.8634 1.8327 0.5261
C 0.7453 0.2712 -1.7235
C 1.4090 0.3982 0.0969
O 3.0497 2.0752 0.2069
O -0.4265 -0.0518 -1.7133
O 0.9711 2.4782 1.0525
O 1.5320 0.5870 -2.5851
S 0.2071 -0.2586 1.2833
Br 2.9215 -0.8194 0.0013
H -1.0021 -0.1307 0.4648

Results of the Mulliken charge analysis, in e, for atoms 1 through 2:
1. C 0.528
2. C 0.531